1.
{"formula": "C10H26AlBClF3MgN4O4P", "method": "ωB97M-V/def2-TZVPD", "symbols": ["O", "N", "B", "N", "H", "O", "H", "H", "Al", "C", "H", "C", "H", "Cl", "N", "C", "H", "H", "C", "H", "H", "H", "H", "H", "O", "H", "H", "H", "H", "H", "C", "H", "N", "C", "O", "F", "H", "Mg", "H", "F", "H", "H", "H", "H", "C", "H", "C", "H", "F", "C", "C", "P"], "positions_angstrom": [[1.77555, 1.20218, 4.31228], [-2.30086, -2.09989, 3.12486], [0.06869, -0.59146, -1.30889], [-0.45955, 2.28360, -0.84192], [-5.82669, -2.55076, -0.90073], [-5.61022, -0.54887, -0.35772], [3.91940, 2.65411, -2.18551], [4.49716, 0.72235, -0.40939], [0.65315, -2.49632, 5.88513], [3.25014, 2.27914, -1.32324], [4.61178, -0.89876, -2.12724], [3.53760, 0.70836, -1.02930], [-3.87710, -0.30303, 1.00703], [4.15100, 4.19961, -3.22579], [-0.11057, 0.06162, 3.81526], [3.89748, -0.04866, -2.37306], [1.24271, -1.76220, 0.12624], [4.46839, 0.68154, -3.03189], [1.48872, -1.05009, -0.73773], [1.36404, -1.95837, 4.14476], [-3.74352, 0.67558, 2.48517], [1.96997, -1.71440, -1.53719], [-3.77654, -1.54166, -1.96064], [-6.83304, -1.46916, -1.77305], [0.55325, 1.48004, -3.28312], [-4.95974, -2.16577, -3.11124], [-4.99866, -0.57524, 2.35524], [1.79308, 0.94954, 0.28873], [-4.81728, -0.42520, -2.86104], [-2.36053, 1.91678, -2.75949], [1.19046, 0.13262, 4.14580], [-0.60405, 0.93454, 3.70550], [1.82117, -1.07660, 4.28325], [-4.78379, -1.39283, -2.35645], [-2.01814, 1.02286, -2.56955], [2.46090, -2.87025, -2.72779], [2.14679, 2.40007, -1.50498], [3.32691, 2.48673, 3.06584], [2.91248, -0.35980, 0.79050], [-0.94207, -1.59294, -1.37334], [3.02755, -0.48513, -2.93578], [0.31150, 0.78897, -3.94134], [2.80111, -1.06551, 4.53218], [3.50520, 2.81528, -0.35672], [-5.86496, -1.49961, -1.24147], [-0.15525, 1.86617, 0.04408], [-3.03508, -1.31773, 2.67223], [-0.61492, -0.80527, 3.66760], [2.94095, 1.48991, 1.67550], [-3.97290, -0.31658, 2.09347], [2.40613, 0.08890, -0.12455], [-0.42780, 1.14157, -1.95050]], "forces_ev_per_angstrom": [[1.2, 0.7, 0.0], [-0.6, 1.4, -0.4], [-0.4, -3.5, 0.0], [0.6, -1.2, -0.6], [0.5, 0.1, 0.5], [-0.2, -0.2, 0.0], [-0.3, 0.0, 0.3], [-1.2, -0.1, -0.8], [-0.8, -0.5, 1.5], [-1.2, -1.7, 2.2], [-1.1, 0.9, -0.5], [1.5, 0.9, -0.9], [-0.1, -0.1, 0.1], [0.0, -0.1, 0.0], [0.7, 0.1, 0.6], [0.6, -0.1, 0.4], [0.3, 0.6, -1.2], [-0.7, -0.9, 0.7], [-1.0, 1.0, 1.2], [0.5, 0.2, -2.0], [0.0, -0.1, 0.1], [0.0, -0.2, 0.0], [-0.2, 0.1, 0.1], [-0.1, 0.8, 0.0], [-1.9, -1.1, 1.5], [-0.2, -0.1, 0.2], [0.1, -0.1, -0.1], [0.5, -1.4, -1.0], [-0.1, 0.0, 0.3], [0.2, -0.3, 0.2], [-1.6, 0.3, -1.2], [-0.1, -0.1, -0.1], [0.8, 0.0, 1.2], [1.0, 0.1, -1.0], [2.4, 0.0, 0.1], [-0.2, 0.5, 0.4], [1.3, 0.3, -0.3], [-1.2, -1.0, 0.0], [-0.5, 0.3, -1.3], [1.8, 2.2, 0.2], [0.9, 0.5, 0.6], [0.4, 0.6, 0.1], [0.0, -0.2, -0.3], [-0.2, -0.1, -1.3], [-0.7, -0.7, -0.2], [0.0, 0.4, -0.3], [0.3, -0.5, 0.3], [-0.3, 0.0, -0.4], [1.0, 1.5, 1.8], [0.6, -0.5, 0.3], [-0.7, -0.8, 0.0], [-1.8, 2.0, -0.9]], "mulliken_charge": [-0.7976, -0.5708, 0.3297, -0.7147, 0.2371, -0.4676, -0.0918, 0.2028, 0.7613, -0.8264, 0.3421, 0.3593, 0.2335, -0.2781, -0.1346, -1.2833, 0.1114, 0.3732, -0.6943, 0.1676, 0.3062, 0.4859, 0.0939, 0.2929, -0.4529, 0.3797, 0.2800, -0.1562, 0.2605, 0.2961, 0.7271, 0.1890, -0.2654, -0.7296, -0.4183, -0.7170, 0.5142, 1.3561, 0.2859, -0.2585, 0.2048, 0.3246, 0.2313, 0.2528, -0.1910, 0.1533, 0.4283, 0.1598, -0.4009, -0.6618, 0.2044, 0.5661], "gap_ev": 1.417, "max_force_ev_per_a": 3.56, "e_tot_ha": -2484.5159, "charge": 1, "homo_ev": -8.67}

2.
{"formula": "C2H7OS", "method": "ωB97M-V/def2-TZVPD", "symbols": ["H", "H", "H", "H", "O", "S", "H", "C", "C", "H", "H"], "positions_angstrom": [[-2.01630, -2.05061, 0.66249], [-1.80504, -1.29872, 2.30544], [1.33878, 1.73178, -0.81317], [0.48998, 0.45681, -0.09146], [-1.00921, -0.09394, 0.80938], [2.92034, 0.05979, -1.01119], [-3.08112, -0.56765, 1.12249], [-2.01285, -1.00107, 1.18657], [1.17249, 0.71900, -0.90831], [0.65131, 0.74499, -1.88036], [3.35164, 1.29963, -1.38188]], "forces_ev_per_angstrom": [[-0.1, 1.4, 0.3], [-0.8, 0.2, -1.2], [0.5, 2.4, 0.7], [0.2, -1.1, 0.0], [-1.6, -1.3, 0.0], [-1.0, 0.9, -0.1], [1.0, -0.6, 0.1], [1.5, 0.4, 0.9], [-0.1, -0.5, -1.1], [0.2, -1.0, 0.3], [0.2, -0.8, 0.1]], "mulliken_charge": [0.1498, 0.1102, 0.2462, 0.2673, -0.8278, -0.2678, 0.1249, -0.5528, -0.6343, 0.2957, 0.0885], "de_lowest_kcal_mol": 60.8, "gap_ev": 5.727, "max_force_ev_per_a": 2.57, "e_tot_ha": -553.7671, "charge": -1, "homo_ev": -2.34}

3.
{"formula": "C14H44N17O14S2", "method": "ωB97M-V/def2-TZVPD", "symbols": ["O", "H", "C", "C", "H", "H", "H", "H", "C", "H", "H", "S", "N", "H", "O", "H", "O", "H", "H", "C", "C", "N", "C", "N", "N", "N", "H", "H", "C", "O", "N", "C", "H", "O", "H", "H", "O", "O", "H", "O", "H", "C", "H", "H", "C", "H", "O", "H", "H", "O", "N", "N", "S", "N", "H", "C", "H", "H", "C", "H", "N", "N", "C", "N", "O", "H", "N", "H", "H", "H", "H", "H", "H", "H", "H", "H", "N", "C", "O", "O", "H", "H", "N", "N", "O", "H", "H", "H", "H", "N", "H"], "positions_angstrom": [[-4.91495, 1.56901, 1.37518], [4.06290, -8.22238, -2.69194], [-4.37395, 6.78678, 0.79600], [4.92069, -8.98692, -0.94228], [-5.18694, 7.32852, 2.56794], [-2.06541, -5.39448, -3.88806], [6.11402, -0.46522, -1.47746], [2.90448, 5.74871, -0.71109], [-3.34413, 2.59221, 2.96569], [-2.57908, 2.56061, 0.92778], [6.49034, -10.26934, -1.12998], [0.72403, -0.02499, 1.34488], [-1.77427, -5.32119, -2.93297], [0.95426, -8.96754, -1.78382], [-3.78242, 10.46009, 0.56680], [0.98108, -8.47042, -3.43988], [-3.41624, 6.18330, 1.24197], [-1.91661, 12.05646, 0.89951], [5.89216, -9.71230, -2.65509], [-2.76412, -5.19286, -1.98919], [-4.19705, 1.37890, 2.60893], [-1.65180, 11.22057, 0.41503], [-4.64293, 0.72190, 0.37416], [1.13088, 1.51792, 1.41855], [1.01722, -8.23628, -2.46610], [-2.23187, 9.16116, -0.45838], [-5.46371, 0.70943, -0.35367], [1.29784, -5.68360, -0.51834], [4.35902, -1.30451, -0.69879], [-0.46903, -4.14661, 1.28658], [-5.31629, 7.38216, 1.57553], [-0.92999, 3.17558, 2.19809], [-2.75133, 4.15674, 1.62543], [4.88586, -9.00941, 0.27631], [-2.92750, 8.44942, -0.60547], [3.25846, 2.60319, -2.17913], [3.87766, -2.19191, -0.01689], [-3.65149, 0.06921, 0.25979], [2.35166, -5.40022, 2.04674], [1.74462, -0.75058, 2.07061], [-1.07906, 0.60210, 2.80172], [-2.42835, 3.13739, 1.84469], [-0.60961, -1.13398, 2.91204], [1.23855, -2.68668, 0.10126], [0.75528, -4.24907, 1.30843], [4.54737, 3.07665, -3.24744], [-3.94935, -5.18804, -2.29977], [-0.62664, 4.20826, 2.39356], [-1.29348, 9.00856, -0.77510], [0.48323, -0.50668, -0.00927], [5.83943, -9.71738, -1.65493], [-4.55077, 6.91080, -0.56417], [0.20599, 2.68894, 0.87588], [3.57400, -0.34060, -1.25100], [-3.01572, -4.92991, 0.00325], [1.14776, -6.91025, -2.14295], [-4.96093, 1.24005, 3.38316], [6.29782, -1.89729, -0.52360], [-0.79437, -0.28978, 2.24802], [2.33044, 4.12983, -0.71507], [3.88906, 3.30102, -2.52747], [1.19374, -6.64473, -0.80514], [3.88051, 4.59507, -2.05559], [-2.32684, -5.07503, -0.70975], [1.22381, -6.04272, -2.99676], [2.60783, -3.56854, 0.66513], [1.35776, -5.26699, 2.02292], [-5.32020, 7.38941, -0.99304], [-1.56050, -0.53525, 1.50811], [3.37811, -7.69307, -1.19646], [-4.03479, 3.38971, 3.27141], [0.76721, -5.88059, 2.55052], [-6.07815, 7.91780, 1.20733], [-0.69908, 11.09633, 0.13144], [2.58907, -0.35820, -1.01857], [-3.59946, 0.46633, 2.56613], [4.05365, -8.24905, -1.69060], [-2.63107, 10.28532, 0.19754], [-0.59484, 2.35243, -0.28411], [1.06985, 3.86039, 0.74503], [-0.70593, 2.61951, 3.11224], [-2.76241, 2.32802, 3.85894], [1.60894, -3.45770, 0.63883], [5.70592, -1.20387, -0.93843], [4.65349, 5.43890, -2.49529], [-1.36238, -5.04095, -0.43074], [-3.88148, 6.43322, -1.14086], [-0.79148, -5.29726, -2.72137], [3.93960, 0.41108, -1.80206], [2.95720, 4.82605, -1.09800], [1.11648, -7.35381, -0.10023]], "forces_ev_per_angstrom": [[-0.4, -0.2, 0.2], [0.0, 0.0, 0.0], [0.1, 0.0, -0.2], [0.0, 0.0, 0.0], [0.0, 0.1, 0.0], [0.0, 0.0, 0.0], [0.0, 0.0, 0.0], [0.1, 0.0, 0.0], [-0.2, 0.3, 0.0], [0.1, 0.0, 0.1], [0.0, 0.0, 0.0], [0.7, -0.3, 0.1], [-0.1, -0.1, 0.2], [0.0, 0.0, 0.0], [0.0, 0.0, 0.0], [-0.1, 0.0, 0.0], [-0.1, 0.1, 0.2], [0.0, 0.0, 0.0], [0.0, 0.0, 0.0], [0.2, 0.1, -0.3], [0.4, 0.0, 0.4], [0.0, 0.0, 0.0], [0.2, 0.1, -0.2], [-0.5, 0.0, 0.0], [0.0, 0.1, -0.1], [-0.1, 0.1, -0.1], [0.0, 0.2, 0.0], [0.0, 0.0, 0.0], [-0.4, 0.5, 0.1], [0.1, 0.0, 0.0], [-0.1, -0.2, 0.0], [-0.3, 0.4, 0.3], [0.1, -0.3, -0.1], [0.0, 0.0, 0.0], [0.0, 0.0, 0.1], [-0.1, 0.1, 0.0], [0.5, -0.4, 0.0], [0.1, -0.3, 0.1], [0.0, 0.1, 0.1], [-0.1, 0.3, 0.0], [0.1, -0.1, 0.1], [-0.1, -0.2, 0.0], [-0.1, 0.1, -0.1], [0.0, 0.2, 0.2], [0.1, 0.0, 0.2], [0.0, 0.0, 0.0], [0.0, -0.1, 0.1], [0.0, -0.2, 0.0], [0.0, 0.0, 0.1], [0.2, 0.1, 0.0], [0.0, 0.0, 0.0], [0.1, 0.2, 0.0], [0.3, 0.2, -0.2], [0.0, -0.1, -0.1], [0.0, 0.1, 0.0], [-0.2, -0.3, 0.1], [0.0, 0.0, -0.2], [0.0, 0.0, 0.0], [-0.3, -0.1, -0.4], [0.0, 0.1, 0.2], [0.1, -0.1, 0.0], [0.2, 0.1, -0.2], [0.0, -0.1, 0.0], [-0.2, -0.3, 0.0], [0.0, 0.1, 0.0], [0.0, 0.4, 0.1], [0.0, -0.2, 0.0], [0.0, 0.0, 0.0], [0.0, 0.1, 0.2], [0.0, 0.1, 0.0], [0.2, -0.1, 0.0], [0.0, 0.1, 0.0], [0.1, 0.1, 0.0], [0.0, 0.0, 0.0], [0.0, 0.1, 0.1], [0.0, 0.1, -0.3], [0.1, -0.1, 0.1], [0.0, 0.0, 0.0], [0.1, 0.0, 0.2], [-0.1, -0.3, -0.1], [0.1, -0.1, -0.3], [-0.1, 0.0, -0.1], [-0.5, -0.6, -0.4], [0.0, -0.1, -0.1], [0.0, 0.0, 0.0], [0.0, 0.3, 0.1], [-0.1, -0.2, 0.0], [0.0, 0.1, -0.1], [0.1, 0.0, 0.1], [0.0, 0.1, -0.1], [-0.1, 0.1, 0.0]], "mulliken_charge": [-0.2867, 0.1526, 0.6154, 0.6156, 0.2162, 0.1774, 0.1426, 0.1509, -0.7619, 0.4274, 0.2229, 1.4274, -0.2349, 0.1753, -0.6443, 0.2347, -0.6582, 0.2187, 0.1625, 0.5132, -0.4242, -0.3962, 0.0617, -0.6981, -0.3591, -0.3145, 0.3714, 0.1287, 0.5184, -0.7696, -0.3827, -1.5490, -0.2959, -0.6519, 0.2570, 0.2004, -0.6394, -0.3691, 0.1804, -0.7353, 0.2784, 0.5162, 0.4737, 0.1222, 0.2336, 0.1590, -0.7182, 0.5372, 0.1790, -0.7980, -0.3855, -0.5197, 1.3408, -0.1527, 0.1545, 0.4965, 0.3359, 0.2115, -1.0594, 0.3698, -0.3009, -0.0636, 0.5066, -0.2475, -0.7132, 0.2584, -0.3371, 0.1465, 0.2135, 0.1537, 0.3879, 0.2270, 0.1593, 0.1619, 0.1876, 0.2008, -0.2358, 0.6170, -0.7103, -0.9095, 0.4906, 0.3862, 0.0475, -0.4341, -0.7061, 0.2815, 0.2655, 0.1537, 0.1291, -0.2532, 0.1625], "gap_ev": 8.184, "max_force_ev_per_a": 0.87, "e_tot_ha": -3340.8552, "charge": -1, "homo_ev": -6.32}

4.
{"formula": "C3H10N2S", "method": "ωB97M-V/def2-TZVPD", "symbols": ["C", "H", "H", "H", "H", "S", "H", "N", "H", "H", "C", "H", "H", "H", "N", "C"], "positions_angstrom": [[-1.51062, -0.76535, 2.28244], [1.52725, -0.42869, -2.14528], [1.03509, 0.60404, -0.14113], [0.44157, -0.36997, 2.27484], [-0.09639, -1.45792, 1.08978], [-0.53046, 0.25869, -3.08705], [1.59178, 0.98003, -3.03498], [-1.65157, -0.59375, 3.56128], [2.37363, 1.65824, -1.02178], [-0.76256, -1.00509, -2.72563], [1.20526, 1.21253, -1.02859], [-2.52962, -1.05045, 3.90890], [0.59052, 2.09526, -0.82641], [-2.45785, -0.89178, 1.56808], [-0.24325, -0.71727, 1.62413], [1.01722, 0.47148, -2.29856]], "forces_ev_per_angstrom": [[-1.4, -0.2, 0.2], [0.5, -1.7, -0.2], [0.3, -0.1, -0.1], [0.5, -0.6, -0.1], [1.2, -3.7, -2.8], [-1.4, -0.2, -0.2], [0.6, 0.4, -0.8], [0.2, -1.6, -1.5], [-3.0, -1.4, 0.2], [-0.1, -0.1, 0.1], [2.4, 2.2, 1.7], [0.5, 1.5, -0.7], [-0.1, 0.0, -0.6], [2.2, -0.3, 1.3], [-3.3, 4.8, 3.8], [0.9, 0.9, -0.2]], "mulliken_charge": [0.0881, 0.3754, 0.0375, 0.2546, 0.1960, -0.2172, 0.2890, -0.6500, 0.2226, 0.0975, -0.5830, 0.2461, 0.3292, 0.2693, -0.4459, -0.5095], "de_lowest_kcal_mol": 42.1, "gap_ev": 9.748, "max_force_ev_per_a": 6.95, "e_tot_ha": -627.9275, "homo_ev": -9.07}